Density functional theory data (ωB97M-V with the def2-TZVPD basis set) for a 2-piece molecular cluster, C6H7BrN2 overall in a non-equilibrium geometry.

relative energy (zero: lowest compared OMol25 entry of this formula, charge and spin)	81.73	kcal per mole

Positions of all 16 atoms, in Å:
C1 -0.3231 -0.7610 -4.0588
C2 0.0714 -0.9590 -0.9899
C3 1.1761 -1.2906 -0.1162
C4 0.7536 -0.4283 1.0839
C5 -0.3500 0.5227 0.6083
C6 0.5433 -1.6527 -3.3747
N1 -1.0167 0.1051 -4.3707
N2 -0.7118 -0.0652 -0.6689
Br1 2.3646 -1.4138 -3.3690
H1 1.2234 -2.3614 0.0483
H2 2.1064 -1.0795 -0.5361
H3 0.3209 -1.1430 1.7213
H4 1.5148 0.0610 1.7229
H5 -1.0717 0.4336 1.3554
H6 0.1292 1.4061 0.1686
H7 0.1833 -2.6832 -3.3149

Force components x, y, z for each atom (eV/Å):
C 0.56 0.48 0.89
C -0.97 0.83 -2.20
C 0.16 -0.58 0.87
C 1.30 0.04 0.99
C 3.08 -1.07 -1.81
C -1.95 -0.38 1.72
N -0.21 -0.08 -0.52
N -1.31 -1.42 -1.91
Br 0.79 0.12 -0.33
H -0.16 -0.20 0.48
H 1.57 0.76 -0.84
H -0.85 -0.78 1.21
H -0.01 -0.24 -0.77
H -1.69 1.33 0.69
H -0.75 0.86 1.54
H 0.41 0.35 -0.02